Here is a 7-piece molecular cluster, C21H57O22PS6 overall in a non-equilibrium geometry from the Open Molecules 2025 dataset. Energies are from ωB97M-V/def2-TZVPD.

Positions of all 107 atoms, in Å:
1 C -4.109 -3.110 3.876
2 C -4.159 -1.642 4.341
3 O -5.175 -0.965 3.598
4 S -6.096 0.030 4.482
5 C -5.004 1.348 4.951
6 O -7.138 0.490 3.616
7 O -6.474 -0.651 5.693
8 H -5.014 -3.407 3.349
9 H -3.836 -3.795 4.672
10 H -3.341 -3.156 3.095
11 H -4.304 -1.655 5.423
12 H -3.153 -1.226 4.250
13 H -4.488 1.051 5.867
14 H -5.520 2.258 5.244
15 H -4.252 1.527 4.185
16 C 5.847 -1.699 1.571
17 C 5.887 -2.209 0.152
18 O 4.532 -2.310 -0.372
19 S 3.829 -0.951 -0.924
20 C 3.447 -1.462 -2.626
21 O 2.599 -0.810 -0.202
22 O 4.824 0.089 -0.917
23 H 5.087 -2.274 2.103
24 H 5.639 -0.632 1.654
25 H 6.779 -1.802 2.133
26 H 6.461 -1.567 -0.516
27 H 6.243 -3.233 0.044
28 H 4.285 -1.132 -3.232
29 H 2.541 -0.947 -2.942
30 H 3.240 -2.530 -2.630
31 C -0.145 -4.358 -1.091
32 C 1.251 -4.221 -0.510
33 O 2.207 -4.533 -1.547
34 S 2.809 -6.017 -1.717
35 C 4.265 -5.879 -0.657
36 O 1.903 -6.970 -1.156
37 O 3.265 -6.036 -3.076
38 H -0.307 -3.605 -1.858
39 H -0.892 -4.303 -0.297
40 H -0.300 -5.371 -1.467
41 H 1.434 -3.175 -0.269
42 H 1.354 -4.876 0.355
43 H 5.128 -6.408 -1.045
44 H 4.001 -6.308 0.312
45 H 4.442 -4.822 -0.473
46 C 2.776 3.423 -0.454
47 C 3.462 4.760 -0.642
48 O 4.358 5.023 0.430
49 S 3.826 5.918 1.667
50 C 4.748 5.109 2.940
51 O 4.365 7.238 1.541
52 O 2.412 5.707 1.783
53 H 3.570 2.679 -0.332
54 H 2.097 3.135 -1.247
55 H 2.307 3.456 0.533
56 H 4.012 4.795 -1.586
57 H 2.731 5.562 -0.791
58 H 4.531 4.048 2.847
59 H 4.563 5.621 3.878
60 H 5.798 5.257 2.690
61 C -0.202 1.370 -1.586
62 C -0.257 0.195 -0.631
63 O -1.656 0.041 -0.304
64 S -2.015 -0.844 0.962
65 C -3.707 -1.293 0.613
66 O -1.135 -1.968 0.914
67 O -2.022 0.029 2.118
68 H -0.486 2.211 -0.944
69 H -1.060 1.345 -2.263
70 H 0.690 1.584 -2.162
71 H 0.046 -0.761 -1.071
72 H 0.354 0.323 0.264
73 H -4.323 -0.440 0.892
74 H -3.992 -2.085 1.301
75 H -3.814 -1.583 -0.427
76 C -2.367 0.064 -4.749
77 C -1.089 -0.773 -4.890
78 O -1.480 -1.938 -5.630
79 S -0.365 -3.120 -5.678
80 C 0.609 -2.630 -7.121
81 O 0.481 -3.053 -4.528
82 O -1.113 -4.294 -6.013
83 H -2.877 0.076 -5.720
84 H -2.021 1.102 -4.732
85 H -3.106 -0.234 -4.015
86 H -0.321 -0.191 -5.404
87 H -0.713 -0.993 -3.890
88 H 0.827 -3.546 -7.660
89 H 1.504 -2.134 -6.760
90 H -0.014 -1.967 -7.714
91 C -3.680 5.651 3.639
92 O -3.191 5.323 2.334
93 P -3.374 3.812 1.831
94 O -4.621 3.188 2.276
95 O -2.065 3.075 2.368
96 C -0.783 3.323 1.804
97 O -3.161 3.923 0.253
98 C -3.819 3.029 -0.626
99 H -2.882 6.171 4.153
100 H -4.056 4.800 4.212
101 H -4.596 6.232 3.512
102 H -0.368 4.217 2.279
103 H -0.772 3.537 0.733
104 H -0.155 2.449 1.963
105 H -4.600 3.491 -1.231
106 H -4.291 2.223 -0.057
107 H -3.107 2.582 -1.320

Summary:
Calculated total energy   -5220.06965 hartree
LUMO   0.1 eV
SMILES   CCOS(C)(=O)=O.CCOS(C)(=O)=O.CCOS(C)(=O)=O.CCOS(C)(=O)=O.CCOS(C)(=O)=O.CCOS(C)(=O)=O.COP(=O)(OC)OC
Kohn-Sham gap   10.711 eV
HOMO   -10.7 eV
Strongest force on any atom   0.041 Eh/bohr